Computed, not measured: a cluster of 2 separate species, C3H11NS2 in total in a non-equilibrium geometry, with ωB97M-V with the def2-TZVPD basis set.

Output
HOMO energy: -8.7 eV
SMILES: CCN.CSS
DFT total energy: -971.98677 hartree
F_max: 2.5 eV/Å
energy relative to the best compared isomer or geometry (same formula, charge and spin): 82.3 kJ/mol
lowest unoccupied orbital energy: 0.522 eV

Last column: Löwdin charge in e.
CARTESIAN COORDINATES (ANGSTROEM)
1 C 3.149 -0.930 1.035  -0.469
2 S 2.918 0.831 0.651  0.334
3 S 2.686 1.160 -1.415  0.298
4 H 2.349 -1.412 0.506  0.008
5 H 3.011 -1.146 2.115  0.053
6 H 4.010 -1.319 0.562  0.008
7 H 3.864 0.874 -1.885  -0.244
8 C -2.268 1.026 -0.842  -0.135
9 C -2.639 -0.280 -0.231  -0.324
10 N -1.514 -0.554 0.752  -0.018
11 H -2.993 1.377 -1.499  0.045
12 H -1.908 1.790 -0.094  0.095
13 H -1.405 0.841 -1.457  0.064
14 H -3.593 -0.137 0.278  0.090
15 H -2.752 -1.101 -0.960  0.108
16 H -1.227 0.327 1.157  0.045
17 H -1.688 -1.347 1.329  0.041